No. 1
{"formula": "CH5O3PSi", "method": "ωB97M-V/def2-TZVPD", "species": ["C", "O", "O", "O", "Si", "P", "H", "H", "H", "H", "H"], "coordinates": [[0.0033, 0.4796, -4.7333], [1.6356, -1.6710, -5.1464], [2.6831, -1.0851, -1.7626], [-0.3463, -1.9360, -3.5270], [1.9952, -0.0017, -2.5681], [0.6362, -1.0822, -4.2290], [-0.5276, 1.0991, -3.9683], [0.6850, 1.0343, -5.5299], [0.9776, 0.9206, -2.2091], [2.6591, 1.0294, -3.4301], [1.6014, -8.5272, 6.8235]], "lowdin_charge": [-0.180, -0.381, -0.429, -0.373, 0.300, 0.182, 0.003, 0.048, -0.101, -0.070, -1.000], "lumo_ha": [0.1166, 0.1233], "total_charge": -2, "de_lowest_kcal_mol": 86.8, "homo_ev": [1.83, 1.83], "total_energy_ev": -24423.6264}

=====

No. 2
{"formula": "CH5O3SSi", "method": "ωB97M-V/def2-TZVPD", "species": ["C", "O", "O", "O", "Si", "S", "H", "H", "H", "H", "H"], "coordinates": [[-0.2972, -0.8209, -0.5389], [2.9892, 2.3445, 2.3328], [3.1007, -0.2643, 2.6063], [-1.0991, -0.5221, -1.5611], [-2.6286, 0.0704, -1.2379], [2.9584, 0.9476, 1.7486], [-0.1661, -0.1324, 0.3394], [0.6987, -1.1470, -0.9378], [-0.5319, -1.8957, 0.0068], [-2.7354, 0.5796, -2.6780], [-2.2888, 0.8403, -0.0802]], "lowdin_charge": [-0.315, -0.733, -0.724, -0.472, 0.656, 0.489, 0.068, 0.087, 0.116, -0.078, -0.094], "lumo_ha": [0.1057, 0.0435], "total_charge": -1, "de_lowest_kcal_mol": 51.5, "homo_ev": [-4.34, -1.33], "total_energy_ev": -25971.7766}

=====

No. 3
{"formula": "CH5O4", "method": "ωB97M-V/def2-TZVPD", "species": ["O", "C", "O", "H", "H", "H", "O", "H", "H", "O"], "coordinates": [[1.9834, -0.4089, -1.0313], [1.2639, -0.8996, -0.2149], [0.3250, -0.1907, 0.2946], [1.1667, -2.0038, -0.0414], [-1.0080, -0.4641, 1.3650], [-2.5569, -0.5775, 1.0511], [-1.9164, -0.6723, 1.7001], [-0.0315, 1.1963, -0.3518], [0.8019, 2.1534, -1.5361], [-0.0281, 1.8671, -1.2352]], "lowdin_charge": [-0.034, -0.593, -0.179, 0.111, -0.007, -0.032, -0.094, 0.071, -0.049, -0.193], "lumo_ha": 0.1588, "total_charge": -1, "de_lowest_kcal_mol": 23.4, "homo_ev": -5.00, "total_energy_ev": -9309.4901}

=====

No. 4
{"formula": "CH5O4", "method": "ωB97M-V/def2-TZVPD", "species": ["O", "C", "O", "H", "H", "H", "O", "H", "H", "O"], "coordinates": [[0.5280, -2.2214, 0.0096], [0.1948, -1.4334, 0.9097], [0.0646, -0.1874, 0.8245], [-0.0226, -1.8333, 1.9282], [-1.0445, 1.2161, 0.7924], [-1.2454, 1.8473, -0.5446], [-1.5825, 1.9113, 0.3556], [1.4343, 0.7915, -1.0954], [0.6183, -0.4019, -1.3386], [1.0551, 0.3113, -1.8415]], "lowdin_charge": [-0.101, -0.625, -0.145, 0.092, -0.017, 0.008, -0.118, 0.017, -0.002, -0.108], "lumo_ha": 0.1598, "total_charge": -1, "de_lowest_kcal_mol": 3.7, "homo_ev": -5.03, "total_energy_ev": -9310.3446}

=====

Repeat the fourth record exactly.
{"formula": "CH5O4", "method": "ωB97M-V/def2-TZVPD", "species": ["O", "C", "O", "H", "H", "H", "O", "H", "H", "O"], "coordinates": [[0.5280, -2.2214, 0.0096], [0.1948, -1.4334, 0.9097], [0.0646, -0.1874, 0.8245], [-0.0226, -1.8333, 1.9282], [-1.0445, 1.2161, 0.7924], [-1.2454, 1.8473, -0.5446], [-1.5825, 1.9113, 0.3556], [1.4343, 0.7915, -1.0954], [0.6183, -0.4019, -1.3386], [1.0551, 0.3113, -1.8415]], "lowdin_charge": [-0.101, -0.625, -0.145, 0.092, -0.017, 0.008, -0.118, 0.017, -0.002, -0.108], "lumo_ha": 0.1598, "total_charge": -1, "de_lowest_kcal_mol": 3.7, "homo_ev": -5.03, "total_energy_ev": -9310.3446}

=====

Repeat the third record exactly.
{"formula": "CH5O4", "method": "ωB97M-V/def2-TZVPD", "species": ["O", "C", "O", "H", "H", "H", "O", "H", "H", "O"], "coordinates": [[1.9834, -0.4089, -1.0313], [1.2639, -0.8996, -0.2149], [0.3250, -0.1907, 0.2946], [1.1667, -2.0038, -0.0414], [-1.0080, -0.4641, 1.3650], [-2.5569, -0.5775, 1.0511], [-1.9164, -0.6723, 1.7001], [-0.0315, 1.1963, -0.3518], [0.8019, 2.1534, -1.5361], [-0.0281, 1.8671, -1.2352]], "lowdin_charge": [-0.034, -0.593, -0.179, 0.111, -0.007, -0.032, -0.094, 0.071, -0.049, -0.193], "lumo_ha": 0.1588, "total_charge": -1, "de_lowest_kcal_mol": 23.4, "homo_ev": -5.00, "total_energy_ev": -9309.4901}